(1)
Entry from the Open Molecules 2025 dataset: a molecular structure, C3LiO6Pb in a non-equilibrium geometry (wB97M-V/def2-TZVPD).

Calculated values
Multiplicity   2
HOMO (spin up / spin down)   -8.60 / -8.60 eV
Orbital gap (spin up / spin down)   6.8 / 6.3 eV
Lowest unoccupied orbital energy (spin up / spin down)   -1.770 / -2.264 eV
<S²>   0.75

Last column: Löwdin spin population.
Positions of all 11 atoms, in Å:
C -2.226 0.083 -0.433  0.562
Pb 0.134 0.998 1.452  0.013
C 2.394 -0.839 -0.301  0.000
O 1.301 0.136 -0.082  0.004
Li -3.449 -1.146 1.108  0.036
C 0.852 1.126 -1.000  0.020
O 2.132 -1.870 0.312  0.000
O -1.916 0.236 0.796  0.168
O 0.611 2.106 -0.229  0.006
O -3.233 -0.483 -0.835  0.192
O 3.400 -0.348 -0.788  0.000

(2)
Entry from the Open Molecules 2025 dataset: a molecular structure, C14H14BCl3GeIrN4O2S in a non-equilibrium geometry (wB97M-V/def2-TZVPD).

Calculated values
Multiplicity   2
HOMO (spin up / spin down)   -13.53 / -13.53 eV
Orbital gap (spin up / spin down)   6.0 / 4.9 eV
Total charge   +2
Lowest unoccupied orbital energy (spin up / spin down)   -7.573 / -8.581 eV
<S²>   0.75

Last column: Löwdin spin population.
Positions of all 41 atoms, in Å:
N 0.512 1.046 -1.600  0.000
C 0.061 -0.034 2.729  0.000
H 0.106 3.727 -1.466  0.000
H -1.379 3.389 -0.595  0.000
H -2.182 -2.484 -1.433  0.000
C -0.563 0.479 3.838  0.000
N 3.998 1.677 -1.728  0.000
B 0.645 -0.629 0.708  0.000
O -0.275 0.152 1.374  0.000
C -1.788 0.772 -1.476  0.000
C 1.146 -0.879 2.814  0.000
Cl 0.519 -3.267 -1.435  0.135
H 4.065 2.680 -1.813  0.000
C -4.118 0.282 -1.341  0.000
N 1.709 1.732 -1.643  0.000
H 1.701 2.740 -1.626  0.000
H -4.577 -1.819 -1.321  0.000
H -3.306 2.277 -1.386  0.000
H 4.859 1.152 -1.736  0.000
Ge 1.622 -4.216 -3.251  0.503
S 2.825 -0.677 -1.713  0.008
Cl 0.198 -5.614 -3.901  0.168
C -0.035 0.089 5.069  0.000
H 1.435 -1.044 6.128  0.000
C -2.471 -1.442 -1.420  0.000
C -0.617 1.672 -1.542  0.001
C 1.681 -1.272 4.013  0.000
H -0.495 0.451 5.978  0.000
Ir 0.564 -0.885 -1.255  0.008
C 1.060 -0.763 5.154  0.000
H -1.418 1.136 3.761  0.000
C -3.807 -1.061 -1.357  0.000
C -0.810 3.147 -1.495  0.000
O 1.545 -1.257 1.520  0.000
C -3.085 1.220 -1.403  0.000
H 2.529 -1.940 4.068  0.000
H -5.146 0.610 -1.278  0.000
Cl 3.318 -5.109 -2.395  0.174
N -1.487 -0.548 -1.486  0.000
H -1.389 3.484 -2.357  0.000
C 2.850 1.024 -1.699  0.001

(3)
Entry from the Open Molecules 2025 dataset: a single C5H13NS molecule in a non-equilibrium geometry (wB97M-V/def2-TZVPD).

Calculated values
HOMO   -8.29 eV
Orbital gap   9.4 eV
Lowest unoccupied orbital energy   1.095 eV
SMILES string   CSCC[C@H](C)N

Last column: Löwdin charge in e.
Positions of all 20 atoms, in Å:
H -0.478 3.828 -1.633  0.027
H 1.308 -3.654 0.140  0.070
H -1.039 -0.971 -0.947  0.099
H 0.002 -1.685 2.455  0.069
H -1.494 -1.290 0.746  0.114
H -0.382 -3.712 0.541  0.078
H 0.106 3.627 -0.001  0.027
C -0.517 0.664 0.361  -0.493
H 0.086 -3.006 -1.026  0.075
H -1.426 1.103 0.792  0.080
H 1.540 -2.128 2.117  0.063
H 0.270 0.868 1.090  0.059
H 1.427 -1.207 0.029  0.134
N 0.821 -1.449 1.898  0.017
C -0.597 3.205 -0.734  -0.434
C 0.510 -1.648 0.451  -0.469
S 0.110 1.572 -1.123  0.770
C -0.744 -0.818 0.096  -0.246
C 0.373 -3.109 0.025  -0.075
H -1.615 3.280 -0.356  0.036

In Ha, the E values for the records above are, in order, -766.0570, -4895.9313, -651.2261.
In kcal/mol, the energy above the lowest of the compared OMol25 structures with the same formula, charge and spin values for the records above are, in order, 15.1, 8.9, 11.2.